# C16H21N3O2S

An isolated molecule of C16H21N3O2S (ωB97M-V/def2-TZVPD, the Open Molecules 2025 dataset).

Results
- E (eV) = -36334.4526
- spin multiplicity = 1
- energy above the lowest of the compared OMol25 structures with the same formula, charge and spin (kJ/mol) = 39.54
- SMILES string = CCCc1cc(=O)[nH]c(SCC(=O)c2cc(C)n(C)c2C)n1
- charge = 0
- orbital gap (hartree) = 0.3199
- largest force on an atom (eV/Å) = 0.9

Each line ends with the Löwdin charge.
CARTESIAN COORDINATES (ANGSTROEM)
N 0.51016 0.61575 2.01087  0.158
H -5.23916 0.15256 -0.02145  0.106
H -4.58049 -2.00741 -1.00342  0.071
H 1.45637 0.61017 2.37504  0.151
C -3.28567 0.94918 0.29584  -0.141
H -0.51189 -1.68523 -1.08063  0.072
C 3.09821 -0.31835 0.02192  -0.284
O -0.22024 2.03402 -2.12343  0.072
C -4.23951 -0.23665 0.18373  -0.255
H 0.24203 -1.48466 -2.66892  0.095
H 4.89487 -1.47666 0.11593  0.081
H -3.82986 -0.67847 -1.88814  0.077
O 0.35554 -1.61095 2.39911  0.041
N 2.12550 -1.13510 -0.50402  -0.047
C -1.94333 0.69006 0.90404  -0.249
H -2.11388 -1.37332 1.45073  0.116
H -2.87518 -1.63254 -0.75905  0.046
H -3.10724 1.38310 -0.69206  0.125
H 1.82847 3.86131 -0.86074  0.087
C -1.50947 -0.48244 1.44111  0.057
C -0.18741 -0.60096 1.99365  -0.457
C 2.07306 -2.56058 -0.32896  -0.001
H -0.72143 -0.17267 -1.99370  0.073
C 0.67653 2.07606 -1.30420  -0.437
H 1.56758 -2.80351 0.61092  0.090
H 4.87417 -0.03145 1.12860  0.082
C 2.75587 0.97535 -0.23985  -0.037
C 0.02579 1.71696 1.40122  -0.632
H -3.74745 1.73846 0.89678  0.125
H 3.08209 -2.96780 -0.30252  0.091
H 1.53042 -3.01675 -1.15463  0.093
C 4.27074 -0.85654 0.76049  -0.027
C -3.85554 -1.19945 -0.93379  -0.103
H 3.94817 -1.46168 1.60807  0.084
C 1.17373 -0.38404 -1.10340  -0.204
H 0.05930 4.04042 -0.69655  0.085
C -0.02721 -0.97057 -1.74506  -0.002
C 0.90800 3.37685 -0.53404  -0.345
N -1.14119 1.79433 0.87564  0.124
S 1.11636 3.09939 1.25757  0.973
H -4.28726 -0.76609 1.13726  0.104
C 1.52098 0.95809 -0.95124  -0.157
H 3.32945 1.84179 0.02128  0.099

Atoms 1-6, force components in eV/Å:
-0.1 -0.1 0.3
0.0 0.0 0.1
0.0 -0.1 -0.1
-0.1 -0.1 -0.2
-0.3 -0.3 0.1
-0.1 -0.1 0.0